Below is a structure of composition C54H42CoF3O2P3 in a non-equilibrium geometry, with properties calculated with ωB97M-V/def2-TZVPD.

The multiplicity is 2. The calculation puts the energy at -134417.838 eV. The relative energy (zero: lowest compared OMol25 entry of this formula, charge and spin) is 49.0 kcal per mole. The calculation puts the frontier orbital gap (spin up / spin down) at 5.48 / 6.00 eV. As for the expectation value of S²: 0.7956.

Last column: Löwdin spin population.
Positions of all 105 atoms, in Å:
Co 0.456 0.342 0.348  -0.02
P 1.564 1.841 -0.806  0.00
P 0.396 -0.764 -1.681  0.00
P -0.995 -0.743 1.752  -0.01
F -1.738 7.614 5.444  0.00
F 0.204 7.329 6.349  0.00
F -1.522 6.301 7.154  0.00
O -0.376 -4.630 0.025  0.00
O 0.189 -2.561 0.702  0.00
C -0.746 -2.379 4.017  0.00
C 1.241 -1.197 3.376  0.00
C -2.062 -3.153 0.808  0.00
C -1.326 5.282 -1.830  0.00
C -3.082 -4.051 0.529  0.00
C 0.608 1.573 1.616  0.02
C -4.695 -2.511 1.406  0.00
C -2.353 -1.914 1.380  0.00
C -1.601 0.989 3.872  0.19
C 0.091 3.516 3.244  0.01
C -3.208 2.688 2.334  0.01
C -2.702 1.486 1.800  0.32
C 3.387 -3.136 -3.171  0.00
C -0.936 6.691 6.012  0.00
C 5.430 2.223 0.357  0.00
C 4.288 -3.181 -2.115  0.00
C 0.792 0.477 -3.002  0.00
C 3.103 2.570 -0.181  0.00
C 0.497 2.567 2.375  0.02
C -0.021 5.316 -2.308  0.00
C -3.178 -3.106 -3.366  0.00
C -0.975 -1.708 -2.397  0.00
C -0.098 -1.502 3.152  0.00
C -0.622 -3.516 0.488  0.00
C 1.888 -1.799 -1.839  0.00
C 1.271 -2.637 5.303  0.00
C 1.994 1.276 -2.502  0.00
C -0.303 5.874 3.708  0.00
C 0.083 4.905 2.858  0.01
C 3.177 3.844 0.371  0.00
C -1.903 2.339 4.412  0.06
C -1.901 0.623 2.600  0.01
C 5.498 3.499 0.897  0.00
C 2.194 -2.442 -3.034  0.00
C 3.986 -2.545 -0.919  0.00
C 2.786 -1.866 -0.778  0.00
C 4.371 4.307 0.906  0.00
C 1.921 -1.760 4.445  0.00
C -2.869 3.107 3.583  0.23
C -3.679 -1.610 1.691  0.00
C -0.994 -3.099 -2.352  0.00
C -4.399 -3.732 0.817  0.00
C 0.862 4.299 -1.983  0.00
C 4.238 1.758 -0.175  0.00
C -0.064 -2.945 5.085  0.00
C -3.165 -1.718 -3.409  0.00
C -2.070 -1.022 -2.923  0.00
C -2.096 -3.792 -2.834  0.00
C 0.452 3.238 -1.174  0.00
C -0.714 4.286 5.498  0.00
C -0.672 5.550 5.076  0.01
C -0.487 3.136 4.582  0.05
C -1.742 4.232 -1.026  0.00
C -0.855 3.216 -0.696  0.01
H -0.062 1.134 -3.176  0.00
H 1.013 -0.049 -3.931  0.00
H -0.325 6.909 3.392  0.00
H -1.168 2.405 -0.048  0.01
H 2.298 4.475 0.391  0.00
H 4.190 0.751 -0.578  0.00
H -5.192 -4.435 0.595  0.00
H 2.243 2.125 -3.141  0.00
H -2.803 -5.001 0.093  0.00
H -5.719 -2.255 1.652  0.00
H 1.755 -0.513 2.712  0.00
H 0.157 2.398 5.066  0.00
H 0.308 6.136 -2.933  0.00
H -4.009 -1.177 -3.816  0.00
H 6.428 3.862 1.316  0.00
H 3.610 -3.646 -4.099  0.00
H 4.417 5.300 1.335  0.00
H 6.304 1.585 0.354  0.00
H -0.578 -3.633 5.744  0.00
H -2.252 2.270 5.449  0.02
H 1.804 -3.083 6.132  0.00
H -2.938 1.206 0.779  0.01
H -4.035 -3.652 -3.740  0.00
H -0.994 0.344 4.495  0.01
H -3.261 4.037 3.976  0.01
H -2.082 0.063 -2.941  0.00
H -3.883 3.289 1.735  -0.01
H 1.878 4.334 -2.359  0.00
H -1.786 -2.633 3.852  0.00
H 2.524 -1.424 0.176  0.00
H -2.104 -4.873 -2.779  0.00
H -2.016 6.077 -2.085  0.00
H 4.673 -2.601 -0.084  0.00
H -2.756 4.203 -0.649  0.00
H -0.167 -3.649 -1.920  0.00
H 5.217 -3.727 -2.220  0.00
H 2.867 0.624 -2.443  0.00
H -3.932 -0.673 2.166  0.00
H 1.494 -2.414 -3.862  0.00
H -0.976 4.061 6.525  0.00
H 0.384 5.142 1.846  0.00
H 2.965 -1.518 4.604  0.00

Force components x, y, z for each atom (eV/Å):
Co 0.321 0.671 0.152
P -0.227 -0.155 0.075
P -0.155 0.006 0.269
P 0.409 -0.383 -0.286
F 0.002 -0.034 0.009
F -0.032 -0.009 -0.038
F 0.038 0.007 -0.033
O 0.041 -0.114 0.173
O 0.033 0.000 -0.040
C -0.003 0.007 0.001
C 0.009 0.011 -0.011
C 0.030 0.000 0.032
C 0.001 0.011 -0.006
C 0.011 -0.025 0.053
C -0.101 -0.917 -0.792
C 0.021 0.009 -0.020
C -0.025 0.097 -0.042
C 0.013 0.027 -0.054
C 0.045 -0.512 -0.337
C -0.005 -0.006 0.028
C -0.021 0.009 0.025
C -0.032 0.017 -0.023
C -0.024 0.028 0.052
C -0.008 0.002 -0.004
C 0.004 0.007 0.034
C 0.034 -0.088 0.020
C 0.036 -0.077 0.012
C -0.139 0.784 0.930
C 0.007 0.015 0.002
C 0.040 -0.028 0.028
C -0.015 -0.070 0.042
C -0.106 0.067 0.104
C -0.045 0.065 0.050
C -0.070 0.003 0.036
C 0.001 -0.005 -0.001
C -0.045 0.029 -0.014
C 0.107 -0.146 -0.143
C -0.025 0.304 0.023
C -0.030 -0.010 0.012
C 0.088 0.053 0.010
C -0.021 0.067 0.038
C -0.006 0.007 0.002
C 0.039 -0.004 -0.042
C 0.021 -0.044 -0.017
C -0.057 -0.037 0.081
C 0.019 0.002 0.013
C -0.008 0.004 0.001
C -0.008 0.033 -0.035
C -0.044 -0.020 -0.030
C 0.119 0.054 -0.226
C 0.009 -0.003 0.004
C 0.003 -0.025 -0.011
C 0.046 0.005 0.004
C 0.002 -0.003 0.000
C 0.020 0.041 0.015
C -0.077 0.009 0.047
C -0.009 0.017 -0.050
C 0.051 0.057 -0.003
C -0.047 0.023 -0.024
C 0.021 -0.048 0.090
C -0.070 -0.024 0.012
C 0.028 -0.001 -0.006
C -0.045 0.055 0.004
H -0.037 -0.020 0.052
H -0.012 0.041 -0.039
H 0.007 -0.004 -0.007
H 0.035 0.041 -0.076
H -0.012 0.008 -0.015
H 0.001 0.009 0.015
H 0.000 0.002 0.003
H -0.022 -0.026 -0.036
H -0.012 0.004 -0.006
H -0.003 -0.004 0.001
H -0.016 -0.017 -0.020
H 0.010 0.040 0.005
H -0.003 0.000 -0.001
H -0.002 0.001 -0.001
H -0.001 0.000 -0.002
H 0.002 0.001 0.001
H 0.003 0.000 -0.002
H 0.001 0.003 0.000
H 0.003 -0.002 0.003
H -0.025 -0.029 -0.009
H -0.002 0.001 0.002
H -0.014 -0.014 0.019
H -0.007 0.001 0.003
H 0.011 0.012 -0.004
H 0.011 0.004 -0.002
H 0.009 0.008 -0.003
H -0.005 0.006 0.009
H 0.007 0.001 0.008
H -0.008 0.003 -0.006
H -0.034 0.026 -0.012
H 0.007 0.003 0.011
H 0.000 0.003 -0.007
H 0.002 0.001 -0.002
H 0.000 0.001 0.003
H -0.069 0.053 -0.104
H 0.003 0.005 -0.006
H 0.037 0.046 0.028
H 0.001 -0.012 0.011
H -0.008 -0.006 0.007
H -0.009 -0.002 -0.009
H -0.011 0.007 -0.009
H -0.003 -0.004 0.001